[1]
40
Properties=species:S:1:pos:R:3:forces:R:3:lowdin_charge:R:1 method="wB97M-V/def2-TZVPD" homo_energy_ev="-18.5 / -18.5" orbital_gap_ev="5.61 / 5.60" multiplicity=1 charge=+3
Rh 0.09794 -0.05247 0.27534 0.0233 0.6338 -0.3360 1.24
N -0.41652 -2.20844 0.50886 0.3059 1.3260 -0.1129 0.08
N -0.73967 -0.49032 -1.59833 0.8127 0.1314 2.0163 -0.02
N 1.96413 0.80689 0.80997 -1.6845 -1.0099 -0.4062 -0.02
N -0.39390 1.45214 1.69699 0.4022 -1.5851 -1.1955 -0.02
C -1.73419 -2.19080 -2.99525 0.0446 0.0977 0.0418 -0.11
C -0.86190 0.39946 -2.57588 -0.0230 0.4142 -0.3275 -0.05
C 1.94856 1.83819 1.68154 0.3173 0.3066 0.2354 -0.18
C -2.15349 -3.53395 -3.13162 -0.0037 -0.1436 0.1040 0.05
C -2.00331 -4.41812 -2.09320 -0.0928 0.0964 -0.3057 0.01
C 0.61988 2.20188 2.18082 0.0758 0.3737 0.3272 -0.18
C 4.32608 1.98464 1.47356 0.2069 -0.0148 -0.0671 0.05
C -1.85324 -1.22662 -4.01764 0.0454 0.0199 0.1098 0.10
C -1.99502 2.64559 2.96247 0.1847 -0.1329 -0.1612 0.03
C -1.16017 -1.78242 -1.76849 -0.1618 -0.4576 -0.1265 -0.16
C -1.43072 -3.99853 -0.88287 0.1154 0.1267 0.2440 0.05
C -1.41822 0.06771 -3.80777 0.0046 -0.1447 0.1162 0.02
C 4.31537 0.91481 0.58911 -0.2789 -0.0088 0.0100 0.03
C 3.13917 2.44852 2.03213 -0.2054 -0.0977 -0.0758 0.06
C -1.66012 1.64352 2.06727 -0.3664 0.1785 0.2065 -0.06
C -1.01712 -2.69690 -0.72812 -0.2447 -0.4324 -0.3249 -0.23
C 3.09452 0.34008 0.27869 0.4497 -0.0324 -0.0908 -0.06
C 0.34541 3.21446 3.08212 0.0389 -0.1651 -0.1683 0.06
C -0.97301 3.43802 3.46637 -0.1822 0.0907 0.0788 0.05
H 5.26448 2.46195 1.72728 -0.0151 -0.0005 0.0456 0.15
H -1.32226 -4.71395 -0.07451 0.0152 0.0273 0.0097 0.15
H 0.41147 -2.75978 0.74291 0.1459 0.1502 -0.0072 0.14
H -0.51334 1.41003 -2.39041 0.0290 -0.0291 0.0983 0.14
H -2.59521 -3.85529 -4.06638 0.0024 0.0092 -0.0059 0.15
H -1.20490 4.23641 4.16031 0.0373 -0.0146 0.0256 0.15
H -1.05805 -2.34360 1.29281 -0.0296 0.1843 0.0529 0.14
H -2.41794 0.99337 1.64649 0.0652 -0.0334 -0.0556 0.13
H -2.32685 -5.44409 -2.20174 0.0128 -0.0029 0.0243 0.14
H 3.02848 -0.49997 -0.40262 -0.0909 0.0099 0.0030 0.13
H -2.28829 -1.51271 -4.96806 -0.0029 0.0202 -0.0121 0.15
H 3.15503 3.27399 2.72950 -0.0313 0.0103 -0.0058 0.14
H 1.13870 3.82686 3.48665 0.0215 -0.0040 -0.0263 0.14
H -1.50208 0.82085 -4.57774 0.0279 0.0439 0.0287 0.14
H 5.21877 0.52322 0.14386 0.0266 0.0265 0.0126 0.14
H -3.02849 2.78535 3.24555 0.0022 0.0319 0.0207 0.14

[2]
59
Properties=species:S:1:pos:R:3:forces:R:3:lowdin_charge:R:1 method="wB97M-V/def2-TZVPD" homo_energy_ev="-15.8 / -15.8" orbital_gap_ev="8.55 / 7.38" multiplicity=2 charge=+2
Yb -1.15709 -0.72763 -0.19524 -0.3152 2.9711 2.8660 1.71
P -0.85771 0.41452 2.71307 0.1973 -0.7973 0.9221 0.89
C 0.81744 -1.14740 -1.80433 -0.3364 0.3032 0.1335 -0.25
C 0.37379 -2.26651 -1.08044 -0.5898 -0.8450 -0.4924 -0.32
C -3.51099 0.98928 3.40012 -0.2598 0.0953 -0.0608 -0.15
C 0.71619 0.81113 3.58890 0.2309 0.4951 -0.9598 -0.40
C 0.73809 0.99031 5.09981 0.0804 -0.2478 0.4396 -0.12
C -1.34584 -1.88223 4.51465 -0.0649 -0.4029 0.3476 -0.11
C 0.00728 4.09072 -1.26368 -0.2089 0.1914 -0.3292 -0.10
C 1.80942 2.92335 0.06352 0.0814 0.1451 -0.5801 -0.11
C -0.19251 0.58202 -3.40685 -0.0154 0.4354 -0.2164 0.00
C -0.28440 -0.58909 -2.48528 -0.0596 -0.3502 -0.9767 -0.29
C 1.20869 -3.01251 -0.10961 0.4324 -0.4750 0.3612 0.00
C 0.36546 2.82489 -0.45644 -0.0866 0.6275 0.3360 -0.33
C -2.07097 1.19893 3.84257 -0.1227 0.2905 -0.3517 -0.41
C 2.19815 -0.64311 -1.85142 0.9855 0.3258 0.2290 0.01
C -2.81425 -0.95618 -2.44284 -0.1210 -0.1744 -0.8107 -0.02
C -1.92788 -3.24525 -0.52589 -0.1701 -0.7833 0.1177 -0.03
C -1.11862 -1.39023 3.08490 -0.2283 0.0149 -0.1985 -0.46
C -1.40913 -1.44542 -2.29557 0.3871 -0.3006 -0.3434 -0.32
C -1.00657 -2.51040 -1.42421 1.1921 -0.1264 -1.0331 -0.34
H 0.60974 0.05295 5.65526 -0.1016 0.2374 -0.2152 0.07
H -3.67558 1.35804 2.37827 0.0232 -0.0652 0.1668 0.07
H 0.17184 0.29171 -4.40988 -0.2242 -0.0481 0.4573 0.12
H -3.80967 -0.06166 3.44558 0.0457 0.0404 -0.0240 0.07
H 0.37230 4.99982 -0.75770 -0.0562 -0.4485 -0.0290 0.09
H 2.50512 3.30463 -0.68782 -0.2291 -0.1664 -0.3401 0.09
H 0.20291 1.90042 -1.04290 0.1495 0.1502 -0.1393 0.04
H -3.34278 -0.75999 -1.46096 0.1339 -0.0172 -0.2538 0.09
H 0.45460 4.09795 -2.26608 0.0886 -0.1380 0.2600 0.08
H -1.58026 -2.95457 4.47427 0.0036 0.2471 0.0483 0.09
H 0.71870 -3.14176 0.86850 0.1006 -0.1478 -0.1892 0.07
H -2.85958 -2.68846 -0.30666 -0.0837 -0.0780 0.0295 0.09
H -0.27423 -1.94321 2.63966 -0.1105 0.0914 -0.0134 0.06
H 2.27304 0.44165 -1.95581 -0.1516 -0.0846 -0.0181 0.09
H 1.48308 -4.00969 -0.48628 -0.1399 0.2515 0.1925 0.12
H 1.00066 1.76528 3.11604 0.2171 -0.2245 0.1371 0.07
H 2.77243 -0.92162 -0.96212 -0.0996 0.0965 -0.1622 0.09
H -4.19445 1.54152 4.04705 0.0300 -0.0590 -0.0360 0.09
H -1.16934 1.07226 -3.53633 0.4412 0.0000 -0.0255 0.09
H -1.44432 -3.53537 0.41916 -0.1203 0.0173 -0.1435 0.09
H -0.33915 2.75748 0.38768 0.2240 0.0153 0.0121 0.07
H 1.45223 0.06667 3.26500 0.0139 0.1250 0.0121 0.08
H 1.71696 1.37788 5.38941 -0.0282 -0.0230 -0.0962 0.09
H -3.42043 -1.71386 -2.96696 -0.0812 0.3138 0.4561 0.13
H 0.00780 1.71476 5.45658 -0.0037 -0.0483 -0.0527 0.07
H -1.87528 0.76780 4.83257 -0.1098 0.1318 -0.2433 0.08
H -2.03268 -1.65327 2.51976 0.1049 -0.1666 -0.0566 0.04
H -1.06905 4.25065 -1.42031 0.2072 -0.2814 0.1699 0.07
H -0.47439 -1.79300 5.17593 -0.1833 0.1730 -0.3532 0.08
H 2.73881 -1.07493 -2.69821 -0.1221 -0.0286 -0.0560 0.12
H -1.83203 2.27229 3.90775 -0.0398 -0.3028 -0.0731 0.10
H -2.20142 -1.38934 4.99159 0.2291 -0.0726 -0.1330 0.08
H 2.24491 2.00235 0.41467 -0.0379 -0.5313 0.2653 0.05
H 2.13600 -2.46056 0.06517 -0.1272 -0.2545 0.0881 0.08
H -2.83859 -0.03165 -3.04761 -0.1444 -0.4388 0.4603 0.10
H -2.24692 -4.18382 -0.99724 -0.2481 0.1647 0.2256 0.13
H 1.90271 3.65692 0.84630 -0.2639 0.2234 0.5138 0.08
H 0.53106 1.30675 -3.01131 -0.3147 -0.0456 -0.2413 0.07

Which of these has the highest multiplicity? C19H38PYb